This record from the OMol25 dataset describes C23H26N2O6S in the gas phase in a non-equilibrium geometry. The level of theory is wB97M-V/def2-TZVPD.

Each line ends with the Mulliken charge.
Positions of all 58 atoms, in Å:
C (1.171047, 3.923547, 0.245973)  -0.9552
O (0.779530, 2.580086, 0.077192)  -0.4479
C (-0.520671, 2.314562, -0.250131)  1.0613
C (-1.494828, 3.274753, -0.471427)  -0.5901
C (-2.790260, 2.890485, -0.792307)  -0.7292
C (-3.097546, 1.551959, -0.884922)  -0.4001
S (-4.765327, 1.031191, -1.262080)  1.4223
O (-5.508041, 2.185253, -1.697497)  -0.6977
O (-5.287754, 0.273524, -0.164042)  -0.7652
N (-4.456334, -0.030197, -2.523033)  -0.0061
C (-5.243126, -1.247025, -2.560847)  -0.7219
C (-6.591054, -0.992470, -3.238713)  -0.5062
O (-6.413285, -0.440509, -4.526305)  -0.4156
C (-5.718964, 0.786892, -4.463192)  -0.5160
C (-4.340325, 0.607189, -3.818172)  -0.7114
C (-2.144184, 0.573042, -0.672608)  -0.2835
C (-0.846348, 0.941982, -0.357667)  -0.4247
N (0.181232, 0.032970, -0.123763)  -0.0175
C (0.133269, -1.331072, -0.143776)  0.4561
O (-0.831779, -1.980710, -0.469967)  -0.6453
C (1.457647, -1.957203, 0.264980)  -0.6127
C (1.965737, -1.452602, 1.576788)  0.4371
C (1.267654, -0.883454, 2.592880)  -0.5728
O (2.052961, -0.559172, 3.649002)  -0.4692
C (3.310266, -0.938706, 3.318511)  -0.5739
C (4.462041, -0.823756, 4.079231)  -1.3855
C (5.649640, -1.291676, 3.545652)  1.3345
C (6.910467, -1.186972, 4.348194)  -1.5906
C (5.681599, -1.867539, 2.257324)  1.1147
C (6.977530, -2.378527, 1.703030)  -1.7092
C (4.527766, -1.971390, 1.506358)  -0.9937
C (3.326109, -1.506006, 2.032835)  0.8218
H (1.060659, 4.491673, -0.682173)  0.3656
H (2.223058, 3.887902, 0.524448)  0.2602
H (0.600878, 4.408297, 1.043358)  0.3829
H (-1.261550, 4.324258, -0.395190)  0.4194
H (-3.562987, 3.620766, -0.968675)  0.5284
H (-5.384589, -1.572050, -1.531124)  0.4479
H (-4.672738, -1.998484, -3.115718)  0.3697
H (-7.142476, -1.923269, -3.381169)  0.3679
H (-7.178749, -0.304200, -2.612342)  0.3173
H (-5.625544, 1.135860, -5.493101)  0.3731
H (-6.290424, 1.515993, -3.872197)  0.3359
H (-3.860933, 1.575327, -3.670953)  0.3673
H (-3.706862, -0.025182, -4.448772)  0.4083
H (-2.414292, -0.465747, -0.750048)  0.6805
H (1.049995, 0.468160, 0.159027)  0.2774
H (1.315647, -3.040428, 0.307873)  0.4391
H (2.199008, -1.750357, -0.512520)  0.3630
H (0.222644, -0.658897, 2.688683)  0.5542
H (4.425889, -0.385390, 5.064127)  0.3792
H (7.351260, -2.170992, 4.502384)  0.3272
H (7.646636, -0.572858, 3.830420)  0.3345
H (6.711058, -0.741559, 5.318983)  0.3702
H (6.838613, -2.765345, 0.696914)  0.3777
H (7.372197, -3.179002, 2.327902)  0.3341
H (7.724221, -1.586257, 1.669694)  0.3333
H (4.554708, -2.416671, 0.522669)  0.3791

Cartesian forces, eV/Å:
0.1 0.3 0.0
-0.4 -0.4 -0.1
-0.1 0.0 0.0
0.2 0.0 0.1
-0.2 0.0 -0.1
-0.5 0.1 -0.2
0.5 0.0 -0.1
0.3 0.0 -0.1
0.1 -0.3 0.0
-0.1 0.5 0.9
-0.6 -0.3 0.1
0.1 -0.2 0.2
0.0 -0.1 -0.1
0.2 0.2 0.0
-0.2 0.3 -0.5
0.2 -0.1 0.1
-0.3 0.1 -0.1
0.3 0.4 0.0
0.4 0.0 0.0
-0.3 -0.2 0.0
-0.1 -0.2 0.1
-0.3 0.2 0.3
0.1 -0.3 -0.7
0.0 0.2 0.5
0.6 -0.5 -0.8
-0.3 0.1 0.0
-0.2 0.0 0.0
0.0 0.0 0.0
0.0 0.0 -0.1
0.0 0.0 0.0
-0.1 0.1 0.1
0.0 0.3 0.7
0.0 0.0 0.0
-0.1 0.1 0.0
0.0 0.0 0.0
0.1 0.1 0.0
0.0 0.1 0.0
0.0 -0.2 -0.1
0.0 0.1 0.1
0.0 0.1 0.1
0.0 -0.1 0.0
0.0 0.1 0.1
0.0 -0.1 -0.1
0.1 0.0 -0.2
0.0 0.1 0.1
0.1 -0.1 0.0
-0.1 -0.2 0.0
0.0 0.1 -0.1
0.0 0.0 0.0
-0.1 0.1 0.1
0.0 0.1 0.1
0.1 0.0 0.1
0.1 0.0 0.0
0.0 0.0 0.1
0.0 0.0 -0.1
0.1 -0.1 0.0
0.1 0.0 0.0
0.1 -0.1 -0.1

Computed properties:
**ΔE to the lowest compared entry with this formula, charge and spin**: 3.3054 eV
**Molar mass**: 458.54 Da
**Largest force on an atom**: 0.0213 hartree/bohr
**Kohn-Sham gap**: 0.324 Ha
**Net charge**: 0
**Total energy**: -1851.173605 Eh
**SMILES**: COc1ccc(S(=O)(=O)N2CCOCC2)cc1NC(=O)Cc1coc2cc(C)c(C)cc12